*w*
Formula: C3H7ClN3
Source: the Open Molecules 2025 dataset
Level of theory: ωB97M-V with the def2-TZVPD basis set

```
14
C3H7ClN3 ωB97M-V with the def2-TZVPD basis set
C -1.037 0.488 0.249
C -0.434 -0.359 -0.826
C 0.216 -1.312 0.159
N 1.021 -2.146 0.009
N -0.487 0.042 1.365
N -1.868 1.514 0.122
Cl 2.667 0.437 -0.611
H -1.134 -0.863 -1.580
H 0.339 0.164 -1.386
H 3.935 0.564 -0.752
H 1.857 -2.517 0.511
H -0.720 0.275 2.400
H -2.440 1.686 -0.723
H -1.916 2.026 1.064
```

Output
Kohn-Sham gap = 10.9 eV
E_HOMO = -0.540 Ha
charge = +1

And the natural (NBO) charges, in e, turn out to be: atom 1 (C): 0.504, atom 2 (C): -0.567, atom 3 (C): 0.641, atom 4 (N): -0.516, atom 5 (N): -0.689, atom 6 (N): -0.754, atom 7 (Cl): -0.301, atom 8 (H): 0.292, atom 9 (H): 0.291, atom 10 (H): 0.306, atom 11 (H): 0.468, atom 12 (H): 0.437, atom 13 (H): 0.451, atom 14 (H): 0.438


*x*
Formula: C3H7ClN3
Source: the Open Molecules 2025 dataset
Level of theory: ωB97M-V with the def2-TZVPD basis set

```
14
C3H7ClN3 ωB97M-V with the def2-TZVPD basis set
C 0.742 0.638 0.476
C 1.744 -0.560 2.339
C -0.911 0.117 -1.163
N -0.380 -1.348 0.612
N -0.162 -0.240 0.038
N 1.570 0.472 1.554
Cl 2.843 -0.507 3.603
H 0.869 1.557 -0.066
H 1.158 -1.454 2.151
H -0.633 1.096 -1.541
H -0.718 -0.632 -1.933
H -1.981 0.104 -0.944
H -1.123 -1.888 0.174
H 2.141 1.295 1.758
```

Output
Kohn-Sham gap (spin up / spin down) = 7.8 / 7.8 eV
E_HOMO (spin up / spin down) = -0.472 / -0.472 Ha
charge = +1

And the natural (NBO) charges, in e, turn out to be: atom 1 (C): 0.048, atom 2 (C): 0.087, atom 3 (C): -0.442, atom 4 (N): -0.474, atom 5 (N): -0.008, atom 6 (N): -0.443, atom 7 (Cl): 0.169, atom 8 (H): 0.230, atom 9 (H): 0.285, atom 10 (H): 0.237, atom 11 (H): 0.246, atom 12 (H): 0.246, atom 13 (H): 0.362, atom 14 (H): 0.455


Which one sits at the top of the stability order? *w* does.


*w*
Formula: C9H11N4
Source: the Open Molecules 2025 dataset
Level of theory: ωB97M-V with the def2-TZVPD basis set

```
24
C9H11N4 ωB97M-V with the def2-TZVPD basis set
C 0.578 2.083 -0.663
C -3.693 -0.290 -0.149
C -3.188 -0.258 1.099
C -2.894 -0.234 -1.298
C -1.804 0.174 1.249
C -1.553 0.029 -1.199
C -1.002 0.314 0.067
C 2.624 -0.398 0.095
C 0.396 0.845 0.112
N 0.604 3.100 -1.187
N 3.255 -1.530 -0.361
N 3.205 -0.004 1.260
N 1.433 -0.120 -0.444
H -4.569 -0.804 -0.302
H -3.572 -0.383 2.062
H -3.350 -0.379 -2.212
H -1.540 0.387 2.256
H -0.899 0.232 -2.061
H 0.872 0.862 1.095
H 4.227 -1.663 -0.159
H 3.010 -1.988 -1.272
H 4.184 0.067 1.334
H 2.732 0.770 1.696
H 0.944 -0.813 -1.019
```

Output
Kohn-Sham gap = 9.5 eV
E_HOMO = -0.471 Ha
charge = +1

And the natural (NBO) charges, in e, turn out to be: atom 1 (C): 0.217, atom 2 (C): -0.181, atom 3 (C): -0.172, atom 4 (C): -0.163, atom 5 (C): -0.165, atom 6 (C): -0.213, atom 7 (C): -0.098, atom 8 (C): 0.682, atom 9 (C): -0.125, atom 10 (N): -0.211, atom 11 (N): -0.757, atom 12 (N): -0.746, atom 13 (N): -0.539, atom 14 (H): 0.224, atom 15 (H): 0.232, atom 16 (H): 0.227, atom 17 (H): 0.223, atom 18 (H): 0.217, atom 19 (H): 0.233, atom 20 (H): 0.414, atom 21 (H): 0.423, atom 22 (H): 0.428, atom 23 (H): 0.406, atom 24 (H): 0.442


*x*
Formula: C9H11N4
Source: the Open Molecules 2025 dataset
Level of theory: ωB97M-V with the def2-TZVPD basis set

```
24
C9H11N4 ωB97M-V with the def2-TZVPD basis set
C -2.975 1.782 -0.441
C -2.033 2.259 -1.301
C -2.835 0.566 0.228
C -0.778 1.573 -1.297
C -1.644 -0.166 0.221
C 2.917 -0.552 2.361
C 2.483 0.103 1.204
C -0.798 0.449 -0.606
C 0.994 -0.633 -0.708
N 2.283 -1.674 2.469
N 1.386 -1.731 1.492
N 1.550 -0.738 0.609
N 0.696 -1.928 -1.278
H -3.902 2.121 -0.481
H -2.278 3.158 -1.969
H -3.681 0.212 0.745
H 0.122 1.915 -1.860
H -1.502 -1.075 0.747
H 3.623 -0.243 3.082
H 2.877 0.986 0.670
H 1.640 0.014 -1.253
H -0.292 -1.850 -1.639
H 0.990 -2.604 1.082
H 1.156 -1.944 -2.076
```

Output
Kohn-Sham gap = 8.6 eV
E_HOMO = -0.479 Ha
charge = +1

And the natural (NBO) charges, in e, turn out to be: atom 1 (C): -0.220, atom 2 (C): -0.142, atom 3 (C): -0.136, atom 4 (C): -0.314, atom 5 (C): -0.323, atom 6 (C): -0.051, atom 7 (C): 0.012, atom 8 (C): 0.151, atom 9 (C): 0.070, atom 10 (N): -0.129, atom 11 (N): -0.122, atom 12 (N): -0.104, atom 13 (N): -0.830, atom 14 (H): 0.220, atom 15 (H): 0.248, atom 16 (H): 0.226, atom 17 (H): 0.247, atom 18 (H): 0.239, atom 19 (H): 0.259, atom 20 (H): 0.264, atom 21 (H): 0.208, atom 22 (H): 0.391, atom 23 (H): 0.462, atom 24 (H): 0.373


Which one sits at the top of the stability order? *w* does.


*w*
Formula: C8H11N3O2
Source: the Open Molecules 2025 dataset
Level of theory: ωB97M-V with the def2-TZVPD basis set

```
24
C8H11N3O2 ωB97M-V with the def2-TZVPD basis set
C -3.081 -1.106 0.323
C -1.697 -1.126 0.960
C 0.402 -0.830 -0.334
C 1.479 -1.737 -0.496
C 2.844 -1.554 -0.034
C 3.267 -0.262 0.286
C 2.118 0.580 0.232
C 0.801 0.444 -0.104
H -2.633 0.011 -1.346
H -3.361 0.832 0.045
H -3.721 -0.705 1.384
H -3.449 -1.986 -0.092
H -1.351 -0.091 1.391
H -1.180 -1.736 1.654
H -1.062 -1.961 -1.062
H 1.390 -2.910 -0.571
H 3.458 -2.373 0.008
H 4.399 -0.158 0.594
H 2.020 1.750 0.655
N -3.272 0.076 -0.493
N -0.864 -1.108 -0.410
N 0.015 1.778 -0.087
O 0.785 2.806 -0.008
O -1.093 1.900 -0.083
```

Output
Kohn-Sham gap = 8.4 eV
E_HOMO = -0.313 Ha
charge = 0

And the natural (NBO) charges, in e, turn out to be: atom 1 (C): -0.201, atom 2 (C): -0.222, atom 3 (C): 0.178, atom 4 (C): -0.296, atom 5 (C): -0.137, atom 6 (C): -0.279, atom 7 (C): -0.156, atom 8 (C): -0.071, atom 9 (H): 0.382, atom 10 (H): 0.367, atom 11 (H): 0.171, atom 12 (H): 0.201, atom 13 (H): 0.195, atom 14 (H): 0.214, atom 15 (H): 0.378, atom 16 (H): 0.217, atom 17 (H): 0.202, atom 18 (H): 0.248, atom 19 (H): 0.279, atom 20 (N): -0.836, atom 21 (N): -0.653, atom 22 (N): 0.563, atom 23 (O): -0.463, atom 24 (O): -0.281


*x*
Formula: C8H11N3O2
Source: the Open Molecules 2025 dataset
Level of theory: ωB97M-V with the def2-TZVPD basis set

```
24
C8H11N3O2 ωB97M-V with the def2-TZVPD basis set
C -1.135 0.848 1.013
C 0.530 1.837 -0.486
C -2.081 0.954 -1.940
C 1.403 0.132 1.932
C 0.109 -1.876 0.919
C -0.949 0.118 -1.300
C -0.310 0.739 -0.116
C 0.949 -0.659 0.768
N -1.747 0.799 1.959
N 1.084 2.733 -0.939
N 1.807 -0.730 -0.290
O 2.684 0.091 -0.464
O 1.571 -1.545 -1.197
H -3.073 1.026 -1.280
H -2.246 0.305 -2.906
H -1.758 1.993 -2.317
H 1.476 1.234 1.794
H 2.446 -0.167 2.264
H 0.773 -0.198 2.873
H -0.190 -2.309 -0.042
H 0.728 -2.727 1.245
H -0.695 -1.690 1.653
H -0.149 0.082 -2.052
H -1.228 -0.992 -1.094
```

Output
Kohn-Sham gap = 8.9 eV
E_HOMO = -0.385 Ha
charge = 0

And the natural (NBO) charges, in e, turn out to be: atom 1 (C): 0.272, atom 2 (C): 0.258, atom 3 (C): -0.625, atom 4 (C): -0.689, atom 5 (C): -0.692, atom 6 (C): -0.425, atom 7 (C): -0.209, atom 8 (C): 0.243, atom 9 (N): -0.279, atom 10 (N): -0.230, atom 11 (N): 0.431, atom 12 (O): -0.354, atom 13 (O): -0.414, atom 14 (H): 0.228, atom 15 (H): 0.231, atom 16 (H): 0.235, atom 17 (H): 0.258, atom 18 (H): 0.258, atom 19 (H): 0.252, atom 20 (H): 0.265, atom 21 (H): 0.254, atom 22 (H): 0.250, atom 23 (H): 0.242, atom 24 (H): 0.242


Which one sits at the top of the stability order? *x* does.


*w*
Formula: CH3IO2
Source: the Open Molecules 2025 dataset
Level of theory: ωB97M-V with the def2-TZVPD basis set

```
7
CH3IO2 ωB97M-V with the def2-TZVPD basis set
C 0.140 0.284 0.224
O -0.915 -0.380 -0.371
O 0.117 0.830 1.375
I -1.133 3.848 1.239
H 1.139 -0.387 0.099
H 0.781 0.911 -0.591
H -1.628 -0.059 0.133
```

Output
Kohn-Sham gap (spin up / spin down) = 8.2 / 6.8 eV
E_HOMO (spin up / spin down) = -0.374 / -0.361 Ha
charge = 0

And the natural (NBO) charges, in e, turn out to be: atom 1 (C): 0.206, atom 2 (O): -0.683, atom 3 (O): -0.454, atom 4 (I): -0.007, atom 5 (H): 0.232, atom 6 (H): 0.224, atom 7 (H): 0.482


*x*
Formula: CH3IO2
Source: the Open Molecules 2025 dataset
Level of theory: ωB97M-V with the def2-TZVPD basis set

```
7
CH3IO2 ωB97M-V with the def2-TZVPD basis set
C 1.482 -0.124 0.318
O 1.242 -1.296 0.413
O -2.051 1.535 0.122
I -2.086 -0.268 0.148
H 1.237 0.590 1.126
H 1.819 0.263 -0.688
H -1.642 -0.699 -1.439
```

Output
Kohn-Sham gap = 8.9 eV
E_HOMO = -0.332 Ha
charge = 0

And the natural (NBO) charges, in e, turn out to be: atom 1 (C): 0.267, atom 2 (O): -0.510, atom 3 (O): -1.037, atom 4 (I): 1.028, atom 5 (H): 0.125, atom 6 (H): 0.113, atom 7 (H): 0.014


*y*
Formula: CH3IO2
Source: the Open Molecules 2025 dataset
Level of theory: ωB97M-V with the def2-TZVPD basis set

```
7
CH3IO2 ωB97M-V with the def2-TZVPD basis set
C 0.793 -0.254 0.316
O -0.319 -0.148 -0.060
O -2.657 1.401 -0.237
I -3.382 -0.228 -0.076
H 1.633 0.197 -0.165
H 1.027 -0.996 1.047
H -2.038 -1.199 -0.610
```

Output
Kohn-Sham gap = 8.8 eV
E_HOMO = -0.312 Ha
charge = 0

And the natural (NBO) charges, in e, turn out to be: atom 1 (C): 0.306, atom 2 (O): -0.507, atom 3 (O): -1.043, atom 4 (I): 0.997, atom 5 (H): 0.107, atom 6 (H): 0.096, atom 7 (H): 0.045


*z*
Formula: CH3IO2
Source: the Open Molecules 2025 dataset
Level of theory: ωB97M-V with the def2-TZVPD basis set

```
7
CH3IO2 ωB97M-V with the def2-TZVPD basis set
C -1.048 -0.096 0.120
O 0.231 -0.518 -0.331
O 1.632 0.800 -0.075
I 3.239 0.026 -0.133
H -1.182 0.826 -0.408
H -1.283 -0.155 1.173
H -1.588 -0.884 -0.346
```

Output
Kohn-Sham gap (spin up / spin down) = 7.1 / 7.1 eV
E_HOMO (spin up / spin down) = -0.336 / -0.336 Ha
charge = 0

And the natural (NBO) charges, in e, turn out to be: atom 1 (C): -0.278, atom 2 (O): -0.308, atom 3 (O): -0.643, atom 4 (I): 0.627, atom 5 (H): 0.200, atom 6 (H): 0.181, atom 7 (H): 0.222


Which one sits at the top of the stability order? *w* does.